[1]
Below is a 2-piece molecular cluster, C3H8F3NO5S2 overall, with properties calculated with the ωB97M-V functional and the def2-TZVPD basis.

Summary:
Energy above the lowest of the compared OMol25 structures with the same formula, charge and spin: 20.6 kJ/mol
Spin multiplicity: 1
Electronic energy: -44786.1391 eV
LUMO: -0.07058 Eh

The geometry in XYZ format:
```
22
Properties=species:S:1:pos:R:3:forces:R:3:lowdin_charge:R:1
C 0.19848 -0.82013 1.02577 0.10 0.45 0.00 -0.02
F 2.69649 0.87637 -2.26376 0.06 0.19 0.02 0.09
H -1.94016 -0.45203 -0.24402 0.32 0.00 0.37 0.16
C -1.54450 -2.31855 0.72752 0.59 -0.36 0.56 -0.24
F 4.40552 2.13572 -1.79398 -0.23 -0.04 -0.05 0.12
F 2.57791 3.02881 -2.55152 0.09 -0.20 0.07 0.11
S 2.45112 2.26359 -0.02390 -0.15 0.09 0.81 0.44
O 3.05263 1.15040 0.68369 -0.09 -0.20 -0.23 -0.34
O -0.28291 -2.02831 0.39164 0.21 0.04 -0.11 -0.09
S -3.60152 -0.67837 1.40991 -0.01 0.10 0.40 0.96
O 1.00184 2.14857 -0.16759 -0.06 -0.20 -0.25 -0.37
H -3.77399 0.60042 1.02062 0.19 -0.18 -0.36 -0.08
H -2.86439 -1.45738 -1.73799 -0.03 -0.14 0.09 0.14
H 0.96728 -1.00562 1.75882 0.33 -0.36 -0.02 0.11
H -1.71296 -2.35308 1.80057 -0.19 0.33 0.28 0.12
O -3.24914 -1.79564 -0.90882 0.26 0.32 -0.14 -0.02
C 3.06780 2.06983 -1.74634 0.02 0.02 -0.08 -0.66
H 0.55978 -0.16614 0.25649 0.54 0.34 -0.32 0.07
N -2.48012 -1.22792 0.15313 -1.34 -0.04 -0.49 -0.40
O 2.92314 3.56603 0.36894 -0.04 0.02 -0.25 -0.31
H -1.85872 -3.25858 0.30691 -0.21 -0.14 -0.50 0.15
H -0.59355 -0.27797 1.53388 -0.37 -0.05 0.19 0.08
```
Positions in Å, forces in eV/Å.

[2]
Below is C5H7NO as an isolated structure, with properties calculated with the ωB97M-V functional and the def2-TZVPD basis.

Summary:
Energy above the lowest of the compared OMol25 structures with the same formula, charge and spin: 705.9 kJ/mol
Spin multiplicity: 1
Electronic energy: -8828.8870 eV
LUMO: 0.01694 Eh

The geometry in XYZ format:
```
14
Properties=species:S:1:pos:R:3:forces:R:3:lowdin_charge:R:1
C -0.37894 1.16885 0.46729 -0.04 0.38 0.07 -0.15
O 0.96209 -0.90167 -2.47618 -0.87 1.86 1.38 0.04
H 0.45483 1.04012 -2.42727 -0.12 0.13 0.18 0.12
H -1.56026 -0.33490 1.36528 0.56 -0.35 -1.16 0.15
C -1.22545 -0.76024 0.08552 -0.22 -0.36 -0.31 0.00
H 0.36020 1.91135 0.78044 -0.03 -0.08 -0.13 0.12
C 0.03895 0.01996 -0.44457 -0.14 0.07 -0.04 -0.38
H 1.02646 -1.57187 0.84899 -0.17 0.23 0.04 0.12
C 0.84738 -0.49591 0.77595 0.13 -0.18 0.02 -0.10
H 1.73122 0.08006 1.11208 -0.25 -0.20 -0.16 0.12
C 0.51177 0.08365 -1.88163 0.68 -2.12 -0.98 -0.15
N -0.41656 0.02102 1.44685 0.33 0.40 0.77 -0.05
H -0.98524 -1.83439 0.16873 0.01 0.28 0.19 0.06
H -1.35618 1.60899 0.25704 0.12 -0.05 0.13 0.11
```
Positions in Å, forces in eV/Å.

[3]
Below is a 2-piece molecular cluster, C21H22BN overall, with properties calculated with the ωB97M-V functional and the def2-TZVPD basis.

Summary:
Energy above the lowest of the compared OMol25 structures with the same formula, charge and spin: 65.7 kJ/mol
Spin multiplicity: 1
Electronic energy: -24295.2136 eV
LUMO: -0.11601 Eh

The geometry in XYZ format:
```
45
Properties=species:S:1:pos:R:3:forces:R:3:lowdin_charge:R:1
C -2.10755 0.19648 -1.47858 -0.53 -0.14 0.03 -0.02
H -5.55953 -1.21284 -2.24654 -0.18 -0.07 0.02 0.09
C 1.10146 0.10219 0.43173 0.01 -0.03 -1.92 0.09
C -2.66535 -0.20513 0.83126 -0.45 0.02 -0.45 0.00
H -3.39861 -0.43333 1.58455 0.02 0.03 0.22 0.10
H 2.22196 -4.46202 0.49731 -0.03 -0.13 0.01 0.11
B 1.17510 0.68159 4.52531 -0.07 0.22 1.21 -0.44
H 0.73977 -2.64259 1.25361 -0.17 -0.09 0.12 0.13
H 4.66105 -1.67176 -1.63194 0.27 0.01 -0.09 0.11
H -0.04695 0.43627 -1.89782 0.12 0.14 -0.26 0.12
C 3.07718 0.57654 -0.75412 0.07 1.57 -0.20 -0.09
C -1.34053 -0.14111 1.17208 0.70 -0.25 -0.40 0.01
C -0.35668 0.11474 0.19390 -0.29 0.09 1.06 -0.16
C 3.03737 -0.84441 -0.50849 -0.14 -1.52 0.34 -0.09
H -5.15791 0.32646 1.07007 0.02 -0.01 -0.04 0.08
C 1.95080 1.14639 -0.11732 0.18 0.98 -0.22 -0.11
H 4.35460 3.34791 -2.17659 0.10 0.09 0.00 0.11
H 1.17176 -0.33676 5.11246 -0.01 -1.12 0.34 -0.09
H -4.07821 -0.55962 -2.91151 0.00 0.00 0.05 0.07
C 1.73945 2.53036 -0.19394 -0.38 -0.94 0.36 0.03
H -6.09881 -0.86627 0.16032 -0.18 -0.09 0.10 0.09
H 2.48375 4.36890 -0.95369 -0.03 0.12 -0.04 0.11
C 3.84457 -1.88222 -0.96493 -0.45 1.20 0.07 0.00
H -2.39135 0.33030 -2.50617 0.04 0.04 -0.18 0.10
H -6.17526 0.85777 -0.25213 -0.17 0.07 -0.09 0.09
C 2.42864 -3.44454 0.20754 0.56 -0.36 -0.23 -0.05
C 1.59674 -2.43675 0.63579 -0.23 1.09 0.00 0.03
H 1.20647 0.46939 3.36994 0.05 -0.43 -2.43 -0.10
C -5.52391 0.05426 0.08514 0.55 -0.12 -0.15 -0.05
H 4.73660 0.91120 -2.06585 0.29 -0.05 -0.08 0.11
C -4.89908 -0.34816 -2.23406 0.48 0.18 0.57 -0.05
C -0.79282 0.28054 -1.13797 1.03 0.36 0.73 -0.01
C 1.88896 -1.11395 0.27488 0.43 -1.33 0.71 -0.09
H -5.44232 0.52240 -2.59686 -0.11 0.09 -0.15 0.09
C -3.09078 -0.03840 -0.50424 -0.91 -0.08 -0.28 -0.20
C 3.53956 -3.17325 -0.59547 -0.57 -0.55 0.34 -0.05
H 0.91066 2.97205 0.33273 -0.18 0.10 0.06 0.13
H 4.14300 -3.98977 -0.95938 0.10 -0.10 0.03 0.11
C 3.70801 2.72493 -1.57849 -0.58 0.63 0.17 -0.04
H 2.12112 1.30736 4.83377 0.96 0.59 0.03 -0.08
C 3.93674 1.36816 -1.51207 -0.47 -1.20 0.48 0.01
H -1.04386 -0.29574 2.19469 0.17 0.10 0.31 0.12
H 0.20278 1.28741 4.78878 -1.05 0.59 0.02 -0.09
C 2.62392 3.30095 -0.91125 0.57 0.29 -0.31 -0.05
N -4.43253 -0.11596 -0.86647 0.44 0.02 0.16 -0.18
```
Positions in Å, forces in eV/Å.

[4]
Below is one molecule with the formula C5H6O, with properties calculated with the ωB97M-V functional and the def2-TZVPD basis.

Summary:
Energy above the lowest of the compared OMol25 structures with the same formula, charge and spin: 462.8 kJ/mol
Spin multiplicity: 1
Electronic energy: -7324.4884 eV
LUMO (alpha / beta): -0.02745 / -0.03990 Eh

The geometry in XYZ format:
```
12
Properties=species:S:1:pos:R:3:forces:R:3:lowdin_charge:R:1
C -0.04409 -0.30824 1.49888 0.07 -0.03 0.09 -0.03
H -0.71355 0.73294 -1.22713 -0.46 -0.30 -0.65 0.17
C -1.38717 -1.13538 -1.66035 0.22 0.15 0.52 0.16
H 0.01536 -1.39980 1.61504 -0.02 0.17 0.09 0.10
C 1.40684 0.85964 -0.26704 -0.34 -0.33 0.00 -0.26
C -0.61678 -0.37215 -0.94896 -0.86 0.97 -1.14 -0.26
H 0.68842 0.18373 2.14327 -0.13 -0.14 -0.03 0.08
O 2.23049 1.21999 0.54819 0.02 0.05 0.02 0.04
H 1.52177 1.10735 -1.34472 -0.08 -0.03 0.14 0.13
C 0.24424 0.03195 0.07648 1.08 -0.35 1.01 -0.25
H -1.05844 -0.00588 1.79374 0.23 -0.06 -0.10 0.09
H -2.28709 -0.91416 -2.22739 0.27 -0.09 0.05 0.03
```
Positions in Å, forces in eV/Å.

[5]
Below is one molecule with the formula C7H6N4S, with properties calculated with the ωB97M-V functional and the def2-TZVPD basis.

Summary:
Energy above the lowest of the compared OMol25 structures with the same formula, charge and spin: 200.9 kJ/mol
Structure (SMILES): Nc1nccc(-c2nccs2)n1
Spin multiplicity: 1
Electronic energy: -24150.0468 eV
LUMO: -0.01148 Eh

The geometry in XYZ format:
```
18
Properties=species:S:1:pos:R:3:forces:R:3:lowdin_charge:R:1
N -1.80881 0.30687 2.31757 1.71 -1.05 0.48 0.11
H 1.93870 0.36976 -3.70736 0.28 3.13 -7.73 0.01
N 0.78649 0.34624 -1.99707 2.19 -0.33 -0.72 0.08
C -1.95531 0.69032 1.10129 -2.12 2.28 -3.36 -0.45
C 0.01226 -0.12316 0.24378 -0.69 0.50 2.16 -0.26
H 3.76378 -1.28079 -2.66790 -0.79 0.33 -0.33 0.06
C -0.63488 -0.35600 2.48580 -1.26 -1.26 3.03 -0.16
C 0.33793 -0.65189 1.57721 1.63 -0.01 -1.85 -0.04
C 0.96394 -0.24048 -0.85558 0.13 -0.71 -0.09 -0.54
N -3.14648 1.37128 0.79237 8.64 -1.43 -9.59 0.16
H 1.39620 -1.20319 1.80206 -3.11 1.42 -0.43 0.13
C 1.88246 0.06557 -2.82962 0.11 -5.21 8.79 -0.16
N -1.12120 0.56950 0.02421 1.24 -1.32 0.95 0.17
C 2.78637 -0.91185 -2.32733 -0.75 1.82 0.15 -0.38
S 2.37793 -1.30595 -0.70578 -1.00 0.90 -0.72 1.02
H -3.18462 1.68612 -0.23949 -0.55 -0.61 2.98 0.15
H -3.69099 1.43867 1.46571 -6.87 1.31 7.03 -0.03
H -0.70376 -0.77102 3.52013 1.21 0.25 -0.78 0.12
```
Positions in Å, forces in eV/Å.

[6]
Below is C2H10NO3 as an isolated structure, with properties calculated with the ωB97M-V functional and the def2-TZVPD basis.

Summary:
Charge: -1
Energy above the lowest of the compared OMol25 structures with the same formula, charge and spin: 157.5 kJ/mol
Spin multiplicity: 1
Electronic energy: -9868.1380 eV
LUMO: 0.11393 Eh

The geometry in XYZ format:
```
16
Properties=species:S:1:pos:R:3:forces:R:3:lowdin_charge:R:1
H -1.75272 -1.96885 0.28080 0.76 -0.64 0.00 0.09
O 3.11895 -0.63360 0.44639 -1.19 0.49 -0.62 -0.39
N -0.06243 -2.33469 -1.02136 0.65 1.61 -0.72 -0.03
H 0.38246 -1.46870 -1.38672 -0.34 -0.77 -0.44 0.06
C -0.52850 -0.27378 0.31041 2.33 -0.37 -1.46 -0.39
O 0.79453 0.09500 0.57968 -1.77 1.40 0.87 -0.25
H -2.00833 3.71059 0.05035 0.14 -0.15 0.21 0.03
C -0.65136 -1.78195 0.20046 -0.66 -0.12 1.43 -0.32
H -0.05049 -2.11932 1.06050 -0.78 -0.38 0.09 0.11
H -0.73696 0.06923 -0.70280 -0.70 0.48 -0.58 0.08
H -3.21793 4.65361 0.18357 -0.04 0.03 0.31 0.02
H -1.31072 0.16364 0.94303 0.29 -0.03 0.53 0.09
H 0.78850 -2.84773 -0.81970 -0.18 -0.28 0.44 0.05
H 3.19449 -0.27922 -0.44878 0.59 -0.13 -0.02 -0.09
H 1.87745 -0.26553 0.45074 0.97 -1.22 0.47 -0.03
O -2.66256 4.20067 -0.44781 -0.07 0.09 -0.53 -0.06
```
Positions in Å, forces in eV/Å.

- The highest energy above the lowest of the compared OMol25 structures with the same formula, charge and spin belongs to which entry?
  C5H7NO